Entry 1:
{"formula": "C9H12ClN2O", "method": "wB97M-V/def2-TZVPD", "species": ["Cl", "O", "N", "N", "C", "C", "C", "C", "C", "C", "C", "C", "C", "H", "H", "H", "H", "H", "H", "H", "H", "H", "H", "H", "H"], "positions_angstrom": [[2.102, 3.659, -4.938], [1.375, -1.921, 2.813], [-0.199, 0.061, -1.119], [-0.856, -1.712, 2.566], [1.800, 1.023, -2.023], [0.037, 2.452, -3.742], [2.303, 2.034, -2.820], [-2.102, -1.184, 1.973], [0.384, 0.813, -1.998], [-0.504, 1.610, -2.862], [1.446, 2.648, -3.732], [-1.114, -2.278, 3.956], [0.356, -1.635, 2.158], [-2.718, -2.012, 1.763], [-1.106, -3.318, 3.876], [2.267, 0.358, -1.331], [-1.518, 1.578, -2.714], [-1.761, -0.874, 0.895], [0.408, -0.352, -0.344], [3.296, 2.334, -2.983], [-0.367, -1.899, 4.526], [-2.006, -1.943, 4.199], [-0.562, 2.996, -4.350], [1.460, -2.054, 3.751], [-2.421, -0.383, 2.482]], "forces_ev_per_angstrom": [[-0.113, -0.187, 0.494], [3.505, -0.831, 0.602], [0.406, -0.146, 0.868], [-1.490, -0.798, 3.215], [-0.175, 1.252, -0.623], [2.089, -0.683, 1.197], [-0.543, -1.289, 0.153], [4.668, -2.014, -5.308], [-1.477, 0.204, 0.537], [2.584, -0.814, 0.663], [-1.076, 0.209, -0.849], [2.107, -0.404, -4.158], [-2.240, 2.287, -4.486], [-1.369, -0.689, 0.432], [0.090, -1.721, 0.185], [1.203, 0.031, 0.144], [-2.307, -0.509, 0.264], [-0.786, -0.097, 1.932], [-0.446, 0.124, -1.196], [1.430, -0.171, 0.577], [1.919, 0.844, 2.362], [-4.120, 1.477, 1.682], [-1.548, 1.730, -1.948], [-0.728, -0.384, 1.329], [-1.580, 2.578, 1.934]], "gap_ev": [3.1, 4.9], "homo_ev": [-10.12, -11.25], "charge": 1, "lumo_ev": [-7.042, -6.375]}



Entry 2:
{"formula": "C4H9NO", "method": "wB97M-V/def2-TZVPD", "species": ["O", "N", "C", "C", "C", "C", "H", "H", "H", "H", "H", "H", "H", "H", "H"], "positions_angstrom": [[-0.418, 0.411, 2.731], [-1.035, 0.876, 0.561], [0.985, 0.280, -0.424], [-0.203, -1.315, 1.101], [-0.606, -0.072, 1.616], [0.514, 0.120, -1.819], [1.229, 1.276, -0.086], [1.681, -0.452, -0.049], [1.389, 0.189, -2.482], [-1.183, 1.797, 0.960], [-0.651, -1.702, 0.195], [-1.832, 0.571, 0.014], [-0.190, 0.895, -2.119], [0.069, -0.862, -1.990], [0.253, -2.014, 1.790]], "forces_ev_per_angstrom": [[-0.103, -0.831, -0.634], [-1.007, -0.311, 0.877], [1.365, -0.993, 0.256], [0.029, -0.330, -0.374], [0.036, 2.705, -0.188], [-0.060, -0.075, -0.037], [-0.336, -0.021, 0.189], [0.293, -0.019, -0.346], [-0.091, -0.005, 0.051], [-0.241, -0.210, 0.112], [0.011, 0.047, 0.049], [0.025, 0.049, 0.127], [-0.021, -0.044, 0.060], [-0.015, 0.036, -0.039], [0.115, 0.002, -0.102]], "gap_ev": [8.6, 6.8], "homo_ev": [-8.31, -7.55], "lumo_ev": [0.299, -0.707]}



Entry 3:
{"formula": "C3H7NO2", "method": "wB97M-V/def2-TZVPD", "species": ["O", "O", "N", "C", "C", "C", "H", "H", "H", "H", "H", "H", "H"], "positions_angstrom": [[1.069, -1.737, -0.860], [-0.576, -2.673, 0.216], [0.078, -0.439, 0.760], [-0.449, 0.833, 0.383], [0.342, 1.743, -0.528], [0.240, -1.585, 0.006], [1.320, 1.358, -0.781], [-0.102, 1.743, -1.561], [-0.062, -3.255, -0.473], [-1.381, 0.649, -0.094], [-0.116, -0.771, 1.801], [-0.730, 1.337, 1.310], [0.369, 2.798, -0.180]], "forces_ev_per_angstrom": [[0.439, 0.738, -0.518], [1.719, -0.331, -0.991], [0.356, -3.094, 4.441], [-0.791, 0.611, 0.107], [-0.045, 0.465, -1.695], [-0.059, 0.025, -1.040], [0.570, 0.065, 0.639], [-0.016, 0.206, 0.990], [-1.695, 0.780, 1.796], [-1.125, -0.015, -0.488], [0.133, 1.331, -3.065], [0.330, -0.008, -0.025], [0.184, -0.773, -0.150]], "gap_ev": 10.4, "homo_ev": -9.70, "smiles": "CCNC(=O)O", "lumo_ev": 0.698}



Entry 4:
{"formula": "C4H11N2", "method": "wB97M-V/def2-TZVPD", "species": ["N", "N", "C", "C", "C", "C", "H", "H", "H", "H", "H", "H", "H", "H", "H", "H", "H"], "positions_angstrom": [[0.933, 0.714, -0.145], [1.163, -1.638, 0.172], [0.602, 2.037, 0.624], [-1.026, -0.579, -0.788], [0.139, -0.612, 0.315], [-2.252, -0.925, -0.635], [-3.087, -1.057, -1.494], [-0.354, -0.385, -1.673], [0.859, 1.679, 1.679], [-0.452, 2.188, 0.625], [0.996, 0.940, -1.118], [1.544, -1.986, 0.954], [-2.870, -1.046, 0.330], [-0.143, -0.439, 1.318], [1.110, 2.977, 0.330], [0.960, -2.276, -0.583], [1.878, 0.407, 0.088]], "forces_ev_per_angstrom": [[0.723, 1.795, 2.221], [-3.376, 2.682, -3.832], [0.972, -2.111, 1.894], [5.397, -0.509, 0.731], [0.164, 0.398, -2.859], [-6.149, -0.702, -0.486], [2.571, 0.587, 1.557], [-2.107, -0.531, -0.069], [-0.195, 1.272, -1.228], [-0.849, -0.006, -0.373], [-0.578, -0.441, -1.024], [1.356, -1.751, 3.390], [1.861, -0.003, -1.122], [-0.333, 0.288, 1.048], [0.125, -1.093, -0.146], [0.240, -0.285, 0.248], [0.179, 0.411, 0.051]], "gap_ev": 11.7, "homo_ev": -14.65, "smiles": "C=C[C@@H](N)[NH2+]C", "charge": 1, "lumo_ev": -2.940}